1.
The following is a DFT calculation (ωB97M-V with the def2-TZVPD basis set) of a 3-piece molecular cluster, C5H12O3 overall.

XYZ file:
```
20
Properties=species:S:1:pos:R:3:forces:R:3
C -0.866 -1.086 0.064 -0.8 1.5 2.6
H -2.276 1.089 1.668 0.2 0.6 0.1
H 0.408 -1.350 1.827 -0.7 0.2 -0.4
H 1.434 2.707 -0.910 -1.4 1.2 -2.2
H 0.271 1.417 -2.976 0.4 -1.4 -3.1
H 2.343 -2.257 0.315 -0.7 -1.3 -0.2
H -0.978 -1.004 -0.975 0.6 -0.3 -1.5
H 2.095 1.612 -0.371 2.3 -5.4 -1.6
C 1.612 -1.557 -0.057 -1.0 2.6 1.7
H 1.794 0.280 0.619 0.9 -0.8 -0.5
O 2.393 -0.363 0.157 -0.6 1.8 1.1
H -2.667 -1.879 0.876 0.2 1.6 -0.3
H -0.834 1.874 -2.030 3.2 -0.1 -0.2
O 1.809 2.406 -0.131 -0.5 4.5 3.9
C -2.697 0.118 1.564 1.0 -2.0 -1.6
C 0.256 -1.302 0.742 2.3 -1.6 -1.7
H 1.444 -1.486 -1.108 -0.4 -1.2 -0.9
C -2.163 -0.852 0.780 -0.8 -1.6 1.7
O 0.200 1.808 -2.159 -3.8 1.4 3.0
H -3.574 -0.176 2.105 -0.4 0.4 0.2
```
Positions in Å, forces in eV/Å.

## Properties
ΔE to the lowest compared entry with this formula, charge and spin   89.9 kcal per mole
Molar mass   120.1 g/mol
SMILES string   C=C/C=C/CO.O.O
Orbital gap   10.22 eV
E_HOMO   -9.88 eV
Spin multiplicity   1

Atomic partial charges in e from the natural (NBO) method, atoms 1 to 2: -0.223 0.201

***

2.
The following is a DFT calculation (ωB97M-V with the def2-TZVPD basis set) of one molecule with the formula C4H7NO2.

XYZ file:
```
14
Properties=species:S:1:pos:R:3:forces:R:3
C 0.071 -0.342 1.249 0.1 0.0 0.0
H 1.904 0.081 0.666 -0.2 0.2 -0.1
O -0.845 -0.647 1.987 0.8 -0.1 -0.2
C -1.405 0.997 -0.411 0.0 0.0 0.0
H -0.128 -0.768 -2.214 -0.1 0.0 0.1
H 2.090 -0.889 1.917 -0.7 -0.7 1.3
C -0.205 0.125 -0.182 -0.2 0.1 0.0
H 0.881 -1.652 -0.944 -0.1 0.2 -0.1
H -1.497 1.223 -1.477 0.0 0.0 0.2
H -2.309 0.496 -0.059 0.1 0.1 0.0
C 0.338 -0.749 -1.232 -0.1 -0.2 -0.2
H -1.294 1.937 0.138 0.0 -0.1 -0.1
O 0.974 0.481 -0.912 0.0 0.2 -0.2
N 1.426 -0.292 1.475 0.4 0.4 -0.7
```
Positions in Å, forces in eV/Å.

## Properties
ΔE to the lowest compared entry with this formula, charge and spin   36.1 kcal per mole
Molar mass   101.1 g/mol
SMILES string   C[C@@]1(C(N)=O)CO1
Orbital gap   10.75 eV
E_HOMO   -9.91 eV
Spin multiplicity   1

Atomic partial charges in e from the natural (NBO) method, atoms 1 to 2: 0.658 0.402

***

3.
The following is a DFT calculation (ωB97M-V with the def2-TZVPD basis set) of a 3-piece molecular cluster, C7H13N overall.

XYZ file:
```
21
Properties=species:S:1:pos:R:3:forces:R:3
H -2.627 -0.027 -1.973 -0.1 0.1 0.1
C -0.036 0.433 -0.334 -6.1 1.1 0.9
H 2.892 0.802 0.705 -0.1 -0.1 0.1
C -2.121 0.083 -0.006 1.4 2.1 0.1
H 3.931 -0.609 0.637 -0.1 0.0 -0.1
H 2.480 -0.655 1.624 0.0 0.1 -0.1
H 0.099 -1.243 0.936 -0.3 0.0 -0.1
H -0.260 -1.607 -0.848 -0.2 0.1 0.2
H 1.255 2.055 -0.594 0.1 -0.1 0.0
H -3.598 0.169 1.531 0.0 -0.3 -0.1
H 2.194 -1.887 -0.645 0.5 0.1 0.0
H 2.282 -0.307 -1.446 -0.3 0.1 0.1
C 0.242 1.699 -0.464 0.1 -0.1 -0.2
H -1.866 -0.171 2.076 0.0 0.2 -0.1
C -2.550 0.027 1.257 0.3 -0.2 -0.1
N -2.898 0.399 -1.098 -0.2 0.1 -0.3
C 0.074 -0.904 -0.094 6.7 -1.5 -1.1
C 2.881 -0.290 0.673 0.1 0.1 0.2
H -3.907 0.420 -0.958 0.2 -0.2 0.0
C 2.094 -0.812 -0.500 -2.1 -1.7 0.7
H -0.562 2.426 -0.481 0.1 -0.1 0.0
```
Positions in Å, forces in eV/Å.

## Properties
ΔE to the lowest compared entry with this formula, charge and spin   145.2 kcal per mole
Molar mass   111.2 g/mol
Orbital gap   8.08 eV
E_HOMO   -7.11 eV
Spin multiplicity   1

Atomic partial charges in e from the natural (NBO) method, atoms 1 to 2: 0.374 0.169

***

4.
The following is a DFT calculation (ωB97M-V with the def2-TZVPD basis set) of an isolated ion of composition C7H14NO3 and charge +1.

XYZ file:
```
25
Properties=species:S:1:pos:R:3:forces:R:3
H -1.814 -0.948 -0.676 0.0 0.1 0.0
C -1.972 1.635 1.518 0.2 0.1 0.7
H -1.544 3.216 0.478 0.0 0.2 0.3
H 3.531 -1.053 0.416 -0.1 0.0 -0.1
C -0.268 0.556 -0.477 0.2 -0.3 -0.3
C 1.638 -2.175 0.119 0.3 -0.1 0.1
H 1.328 -2.644 1.055 0.1 0.1 -0.1
C -1.751 0.132 -0.523 -0.1 0.0 0.0
O 0.478 -1.745 -0.587 0.0 0.0 -0.1
H -2.551 -0.397 1.448 0.2 0.1 -0.1
C 2.456 -0.908 0.333 -0.2 0.0 0.4
H 2.199 -2.904 -0.477 -0.1 0.0 0.0
N 2.107 -0.133 -0.912 0.1 -0.3 0.4
C -2.537 0.459 0.769 -0.4 -0.1 0.1
H 0.076 0.651 0.559 -0.1 0.1 0.0
O -2.291 2.859 0.976 0.0 -0.3 -0.5
H 2.105 -0.339 1.197 0.0 0.0 -0.2
H -2.237 0.601 -1.383 0.1 0.0 0.1
H -3.575 0.690 0.510 0.1 -0.1 0.0
H 2.700 -0.470 -1.671 -0.1 0.1 -0.2
H 2.273 0.866 -0.788 -0.1 0.0 -0.1
H 0.485 -0.508 -2.237 0.0 -0.1 0.1
C 0.623 -0.478 -1.151 0.1 0.2 -0.1
H -0.140 1.500 -1.018 0.1 0.1 0.3
O -1.320 1.538 2.523 -0.1 0.0 -0.6
```
Positions in Å, forces in eV/Å.

## Properties
ΔE to the lowest compared entry with this formula, charge and spin   0.0 kcal per mole
Molar mass   160.2 g/mol
SMILES string   O=C(O)CCC[C@H]1[NH2+]CCO1
Orbital gap   9.88 eV
E_HOMO   -13.43 eV
Total charge   +1
Spin multiplicity   1

Atomic partial charges in e from the natural (NBO) method, atoms 1 to 2: 0.239 0.793